C45H66O36 | wB97M-V/def2-TZVPD

* frontier orbital gap: 10.0606 eV
* SMILES: C[C@H]1COC(=O)O1.C[C@H]1COC(=O)O1.C[C@H]1COC(=O)O1.C[C@H]1COC(=O)O1.C[C@H]1COC(=O)O1.C[C@H]1COC(=O)O1.C[C@H]1COC(=O)O1.C[C@H]1COC(=O)O1.C[C@H]1COC(=O)O1.O=C1OCCO1.O=C1OCCO1.O=C1OCCO1
* total charge: 0
* molar mass: 1182.99 g mol⁻¹
* ΔE to the lowest compared entry with this formula, charge and spin: 0.00 kcal/mol
* max |F|: 2.608 eV/A

Geometry as XYZ:
```
147
C45H66O36 wB97M-V/def2-TZVPD
O 11.265 -12.105 2.992
O 12.097 -10.712 -5.079
O 7.781 -17.394 2.528
O 5.618 -17.602 2.238
O 0.388 -12.129 -1.023
O 8.134 -13.626 -5.913
O 8.129 -13.391 -2.743
O 5.954 -17.428 -3.461
O 3.650 -12.383 -6.324
O 10.064 -15.831 0.480
O 8.027 -15.566 -6.962
O 2.902 -15.069 2.500
O 2.432 -11.130 -0.956
O 3.796 -13.734 -4.540
O 6.942 -19.418 2.038
O 9.985 -14.913 -6.105
O 1.902 -17.736 -0.180
O 1.173 -15.510 3.791
O 11.300 -16.842 -1.119
O 10.030 -10.885 4.391
O 11.137 -14.624 -0.992
O 5.111 -19.359 -2.822
O 3.975 -18.119 -4.295
O 10.925 -10.590 -3.206
O 12.389 -8.978 -3.670
O 1.871 -13.574 -5.626
O 6.211 -10.179 3.163
O 5.993 -12.859 -2.335
O 9.053 -12.106 2.775
O 5.272 -11.961 4.170
O 3.864 -16.852 -0.766
O 1.942 -15.651 -0.920
O 5.886 -10.151 5.352
O 7.184 -13.763 -0.711
O 0.844 -10.374 -2.318
O 2.612 -17.183 3.187
C 6.703 -15.003 -7.035
C 7.208 -17.080 -1.383
C 5.687 -16.117 -6.899
C 2.991 -9.992 -1.573
C 2.127 -12.944 1.731
C 8.825 -14.710 -6.311
C 6.803 -18.261 2.276
C 1.169 -11.328 -1.404
C 7.442 -8.486 6.031
C 0.604 -15.863 -0.529
C 10.889 -15.859 -0.578
C 5.250 -12.648 -1.154
C 1.969 -9.554 -2.583
C 6.984 -17.979 -2.605
C 2.689 -16.752 -0.633
C 11.395 -10.506 4.710
C 5.740 -10.869 4.227
C -0.361 -15.604 -1.676
C 7.227 -16.147 2.930
C 6.086 -12.980 1.207
C 6.375 -8.826 5.014
C 0.568 -17.291 0.043
C 1.189 -14.115 3.802
C 9.874 -14.471 0.908
C 5.719 -16.280 2.778
C 10.977 -13.724 0.114
C 6.757 -13.939 -5.973
C 6.412 -19.379 -2.268
C 11.370 -11.922 -5.100
C 10.039 -11.692 3.307
C 10.555 -12.360 -0.394
C 1.694 -15.952 -5.557
C 2.439 -13.789 2.973
C 7.170 -13.402 -2.035
C 1.711 -14.668 -4.738
C 2.882 -14.523 -3.779
C 4.929 -18.319 -3.595
C 10.539 -11.832 -3.774
C 3.151 -13.117 -5.529
C 12.206 -11.493 3.851
C 5.849 -13.636 -0.133
C 6.883 -9.002 3.589
C 2.217 -16.075 3.141
C 11.559 -10.693 6.207
C 11.895 -10.026 -3.966
H 1.281 -13.424 1.236
H 0.768 -14.658 -4.191
H 7.989 -17.481 -0.733
H 10.769 -12.682 -3.132
H 11.850 -13.704 0.769
H -1.367 -15.676 -1.264
H 3.176 -13.259 3.577
H 9.989 -14.353 1.981
H 12.771 -12.199 4.462
H 5.489 -11.656 -0.761
H 6.442 -19.560 -1.194
H 0.488 -17.121 1.116
H 9.480 -11.930 -4.005
H 2.575 -16.191 -6.152
H 1.979 -11.923 2.075
H 3.940 -10.206 -2.069
H 6.948 -20.194 -2.755
H 7.822 -18.131 -3.284
H 6.304 -17.081 -0.772
H 3.310 -15.440 -3.379
H 6.493 -11.972 1.199
H 10.500 -11.739 0.501
H 7.363 -16.061 4.014
H 7.468 -16.060 -1.652
H 12.985 -10.887 3.385
H 10.637 -11.928 -5.906
H 9.577 -12.449 -0.861
H 6.516 -8.127 3.051
H 6.764 -13.619 1.774
H -0.183 -17.895 -0.455
H 2.698 -13.845 -2.936
H 1.520 -16.826 -4.924
H 6.215 -13.034 -6.255
H 5.320 -15.551 2.074
H 2.335 -9.633 -3.607
H 2.920 -13.046 0.992
H -0.216 -16.251 -2.544
H 8.341 -9.088 5.898
H 1.713 -8.507 -2.416
H 0.299 -13.787 3.256
H 6.352 -14.179 -4.985
H 6.997 -8.679 7.006
H 0.855 -15.965 -6.256
H 1.177 -13.613 4.768
H 4.647 -15.808 -7.027
H 11.193 -9.906 6.861
H 11.293 -11.945 -1.074
H 5.840 -16.773 -7.759
H 0.242 -15.237 0.292
H 11.921 -12.858 -5.129
H 4.184 -12.775 -1.311
H 5.088 -16.303 3.665
H 11.562 -9.523 4.269
H -0.190 -14.590 -2.046
H 12.619 -10.830 6.460
H 5.441 -8.263 5.040
H 5.728 -16.670 -5.963
H 6.597 -14.557 -8.029
H 5.376 -14.609 -0.287
H 11.224 -11.671 6.558
H 3.249 -9.199 -0.868
H 8.892 -14.142 0.575
H 7.744 -15.329 2.440
H 7.970 -8.992 3.541
H 7.849 -7.474 5.980
H 5.208 -12.965 1.857
```